Molecular formula: C22H30BrF4N6O2SeSr
Method: DFT, ωB97M-V with the def2-TZVPD basis set

The LUMO energy comes out at 2.277 eV. The value obtained for the orbital gap is 0.231 Eh. The spin multiplicity is 1. As for the total charge: -1. Its calculated total energy is -6741.19593 Eh. The energy relative to the best compared isomer or geometry (same formula, charge and spin) comes out at 33.26 kcal per mole.

Each line ends with the natural charge from an NBO analysis.
CARTESIAN COORDINATES (ANGSTROEM)
1 Sr 0.9316 -0.2852 -0.8466  1.761
2 C 2.1047 -1.3912 1.8092  -0.441
3 N 2.2176 -0.0231 1.3147  -0.504
4 C 3.4116 0.6365 1.8110  -0.416
5 C 1.0300 0.8047 1.5478  -0.295
6 C 0.9051 1.9660 0.5087  -0.312
7 N -0.2796 1.7927 -0.3106  -0.756
8 C -1.4580 2.2665 0.0664  0.189
9 C -2.6054 1.7832 -0.6267  0.226
10 F -2.4003 0.8783 -1.6143  -0.334
11 C -3.8919 2.1304 -0.3286  0.337
12 F -4.8923 1.5492 -1.0534  -0.352
13 C -4.2120 3.0214 0.6828  -0.458
14 C -3.1250 3.5239 1.3751  0.363
15 F -3.3463 4.4002 2.3796  -0.325
16 C -1.8187 3.1803 1.0985  0.187
17 F -0.8598 3.7485 1.8773  -0.333
18 H 2.2282 -1.4370 2.9012  0.172
19 H 2.8941 -1.9882 1.3479  0.217
20 H 1.1371 -1.8226 1.5403  0.220
21 H 4.2934 0.0517 1.5514  0.223
22 H 3.3662 0.7662 2.9039  0.158
23 H 3.5212 1.6122 1.3394  0.218
24 H 1.0309 1.2131 2.5677  0.196
25 H 0.1332 0.1744 1.4820  0.232
26 H 1.7882 1.9343 -0.1520  0.204
27 H 0.9722 2.9157 1.0333  0.220
28 H -5.2252 3.3097 0.9115  0.234
29 N -2.1635 -1.4570 2.3342  -0.819
30 C -2.7661 -1.8871 1.0663  -0.161
31 C -4.0028 -2.7659 1.2822  -0.413
32 C -4.6341 -3.4310 0.0634  -0.422
33 C -5.2316 -2.5174 -0.9955  -0.211
34 N -4.3492 -1.5644 -1.6706  -0.602
35 C -3.3722 -1.8399 -2.5438  0.695
36 N -2.6820 -2.9804 -2.4880  -0.800
37 N -3.1157 -0.9736 -3.5258  -0.788
38 C -1.6558 -2.5538 0.2167  0.803
39 O -1.7409 -3.7640 -0.0584  -0.744
40 O -0.7432 -1.7646 -0.1399  -0.858
41 H -1.8754 -2.2720 2.8663  0.347
42 H -2.8459 -0.9625 2.8976  0.352
43 H -3.0338 -0.9732 0.5303  0.205
44 H -4.7613 -2.1579 1.7935  0.187
45 H -3.7185 -3.5634 1.9747  0.209
46 H -5.4701 -4.0507 0.4053  0.206
47 H -3.9121 -4.1149 -0.3736  0.240
48 H -6.0056 -1.8972 -0.5391  0.202
49 H -5.7202 -3.1392 -1.7517  0.196
50 H -4.6421 -0.5997 -1.6523  0.421
51 H -2.5000 -3.3729 -1.5618  0.437
52 H -1.8417 -2.9655 -3.0625  0.436
53 H -3.5960 -0.0892 -3.4786  0.396
54 H -2.1217 -0.9011 -3.7933  0.447
55 Se 3.7776 0.1328 -1.6223  -0.614
56 C 4.3245 -0.0145 -3.4382  -0.137
57 C 5.1089 0.9802 -4.0260  -0.255
58 C 5.5333 0.8713 -5.3430  -0.220
59 C 5.1803 -0.2325 -6.1072  -0.262
60 C 4.3932 -1.2236 -5.5352  -0.201
61 C 3.9705 -1.1178 -4.2183  -0.245
62 H 5.3851 1.8452 -3.4360  0.208
63 H 6.1415 1.6582 -5.7754  0.194
64 H 5.5075 -0.3158 -7.1367  0.194
65 H 4.0948 -2.0850 -6.1218  0.198
66 H 3.3397 -1.8843 -3.7880  0.224
67 Br 0.1933 -1.2454 -3.6514  -0.875



Molecular formula: C22H30BrF4N6O2SeSr
Method: DFT, ωB97M-V with the def2-TZVPD basis set

The LUMO energy comes out at 2.255 eV. The value obtained for the orbital gap is 0.247 Eh. The spin multiplicity is 1. As for the total charge: -1. Its calculated total energy is -6741.20070 Eh. The energy relative to the best compared isomer or geometry (same formula, charge and spin) comes out at 30.26 kcal per mole.

Each line ends with the natural charge from an NBO analysis.
CARTESIAN COORDINATES (ANGSTROEM)
1 Sr -1.6941 -0.0277 1.0522  1.794
2 C 2.1049 0.6661 -1.1449  -0.426
3 N 2.8007 0.4501 0.1101  -0.437
4 C 3.3860 1.6930 0.5879  -0.416
5 C 1.9529 -0.1331 1.1381  -0.200
6 C 1.4134 -1.5213 0.8104  -0.260
7 N 0.1869 -1.4456 0.0264  -0.808
8 C -0.2772 -2.5490 -0.5592  0.178
9 C -1.4243 -2.4253 -1.3915  0.195
10 F -1.9610 -1.1641 -1.5124  -0.366
11 C -2.0202 -3.4531 -2.0706  0.361
12 F -3.0983 -3.1885 -2.8370  -0.322
13 C -1.5334 -4.7462 -1.9952  -0.448
14 C -0.4218 -4.9178 -1.1899  0.368
15 F 0.0935 -6.1584 -1.0609  -0.324
16 C 0.1896 -3.8934 -0.5011  0.195
17 F 1.2546 -4.2223 0.2694  -0.324
18 H 1.7230 -0.2765 -1.5298  0.215
19 H 2.8012 1.1016 -1.8661  0.186
20 H 1.2571 1.3667 -1.0231  0.158
21 H 2.6274 2.4556 0.8146  0.190
22 H 4.0542 2.1005 -0.1732  0.191
23 H 3.9702 1.4988 1.4888  0.190
24 H 1.1136 0.5558 1.3859  0.126
25 H 2.5574 -0.2012 2.0458  0.200
26 H 1.2382 -2.0444 1.7589  0.203
27 H 2.2147 -2.0568 0.2904  0.189
28 H -1.9985 -5.5686 -2.5139  0.234
29 N -2.4831 2.4893 1.4972  -0.916
30 C -3.0792 2.7012 0.1756  -0.188
31 C -3.9489 3.9631 -0.0032  -0.418
32 C -3.3050 5.1613 -0.7072  -0.417
33 C -2.5838 4.9027 -2.0532  -0.242
34 N -2.8028 3.5817 -2.6481  -0.585
35 C -1.8500 2.6867 -2.8843  0.684
36 N -2.2233 1.4474 -3.2597  -0.793
37 N -0.5478 2.9785 -2.7959  -0.810
38 C -3.8629 1.4608 -0.3295  0.773
39 O -4.3926 1.5719 -1.4574  -0.784
40 O -3.8745 0.4375 0.3961  -0.809
41 H -3.1840 2.5301 2.2297  0.372
42 H -1.7856 3.2177 1.6540  0.412
43 H -2.2165 2.8004 -0.4872  0.205
44 H -4.2844 4.2936 0.9833  0.215
45 H -4.8468 3.6707 -0.5505  0.223
46 H -2.5579 5.6176 -0.0552  0.239
47 H -4.0948 5.8996 -0.8611  0.203
48 H -1.5190 5.0238 -1.8671  0.235
49 H -2.8725 5.6624 -2.7818  0.200
50 H -3.7177 3.1491 -2.5091  0.450
51 H -3.1540 1.1645 -2.9475  0.452
52 H -1.5229 0.7236 -3.2205  0.407
53 H -0.2453 3.7331 -2.1791  0.444
54 H 0.0829 2.1926 -2.7740  0.408
55 Se 0.1807 4.1432 0.1590  -0.593
56 C 1.6002 5.1208 0.9644  -0.165
57 C 2.2329 6.1676 0.2902  -0.257
58 C 3.2723 6.8724 0.8784  -0.212
59 C 3.7092 6.5498 2.1562  -0.260
60 C 3.0896 5.5101 2.8358  -0.218
61 C 2.0501 4.8044 2.2481  -0.203
62 H 1.8999 6.4247 -0.7076  0.207
63 H 3.7460 7.6796 0.3315  0.200
64 H 4.5218 7.0992 2.6145  0.201
65 H 3.4194 5.2411 3.8324  0.201
66 H 1.5766 3.9917 2.7850  0.205
67 Br -1.7874 -1.7180 3.3328  -0.907



Molecular formula: C22H30ClF9N3O3PS2
Method: DFT, ωB97M-V with the def2-TZVPD basis set

The LUMO energy comes out at -1.209 eV. The value obtained for the orbital gap is 0.247 Eh. The spin multiplicity is 1. Its calculated total energy is -3743.01830 Eh.

Each line ends with the Löwdin charge.
CARTESIAN COORDINATES (ANGSTROEM)
1 O -3.2221 1.7370 -0.9274  -0.426
2 P -3.2940 0.4842 -1.7199  0.745
3 C -2.1476 0.5227 -3.1268  -0.259
4 C -2.7008 0.2829 -4.3486  -0.021
5 C -1.8814 0.3182 -5.5096  -0.369
6 N -2.2579 0.0855 -6.7606  -0.195
7 S -0.9029 0.2707 -7.6364  1.014
8 N 0.1349 0.6460 -6.4927  -0.246
9 C -0.5160 0.6382 -5.3191  -0.295
10 C 0.0713 0.9027 -4.0422  -0.097
11 C 1.5438 1.2673 -4.0480  -0.125
12 C 2.4864 0.1911 -3.5126  -0.165
13 C 2.6506 -0.9991 -4.5049  -0.206
14 C 1.9098 -2.2141 -3.9363  -0.256
15 S 1.5096 -3.5203 -5.1025  0.335
16 O 0.2501 -4.0745 -4.7047  -0.345
17 O 2.6042 -4.4394 -5.1351  -0.328
18 Cl 1.2466 -2.6388 -6.9120  0.426
19 C -0.7468 0.8237 -2.9413  -0.148
20 C -0.2318 1.0589 -1.5446  -0.107
21 C -0.0001 -0.2990 -0.8544  -0.051
22 C 0.4111 -0.1805 0.6131  -0.429
23 F -0.4225 -0.8654 1.4272  0.124
24 F 0.3225 1.1152 1.0110  0.120
25 C 1.8641 -0.5953 0.9122  -0.361
26 F 2.1375 -0.3060 2.1913  0.162
27 F 2.6690 0.1664 0.1437  0.156
28 C 2.1843 -2.0872 0.6068  -0.338
29 F 1.0745 -2.8275 0.5054  0.174
30 F 2.8016 -2.1486 -0.5910  0.142
31 C 3.1295 -2.7728 1.6349  -0.563
32 F 3.6338 -3.8636 1.0432  0.177
33 F 2.4450 -3.1774 2.6912  0.200
34 F 4.1382 -1.9959 1.9812  0.205
35 H -4.5689 0.3855 -2.3124  0.026
36 H -3.0400 -0.6701 -0.9508  0.020
37 H -3.7545 0.0724 -4.4675  0.105
38 H 1.8059 1.5052 -5.0717  0.106
39 H 1.6599 2.1601 -3.4345  0.120
40 H 3.4664 0.6592 -3.4300  0.117
41 H 2.2347 -0.1441 -2.5156  0.077
42 H 2.2370 -0.6813 -5.4559  0.055
43 H 3.7092 -1.2069 -4.6038  0.117
44 H 2.5351 -2.6882 -3.1867  0.103
45 H 0.9771 -1.8979 -3.4806  0.091
46 H 0.7012 1.6102 -1.5490  0.121
47 H -1.0021 1.5693 -0.9772  0.093
48 H 0.7327 -0.9067 -1.3748  0.095
49 H -0.9238 -0.8719 -0.8601  0.104
50 C -0.7945 3.2675 3.9188  -0.085
51 C -1.2001 2.6972 5.2706  -0.275
52 N -2.0824 1.5525 5.1600  -0.199
53 C -2.7212 1.1874 6.4112  -0.252
54 C -1.8320 0.7087 7.5656  -0.088
55 C -1.5819 0.4530 4.3547  -0.242
56 C -0.2379 -0.1712 4.7522  -0.074
57 H -1.6725 3.4853 3.3095  0.083
58 H -0.2419 4.1973 4.0618  0.073
59 H -0.1483 2.5865 3.3628  0.053
60 H -1.7309 3.4788 5.8209  0.117
61 H -0.2897 2.4732 5.8496  0.101
62 H -3.4768 0.4241 6.2060  0.110
63 H -3.2842 2.0604 6.7576  0.108
64 H -1.4488 -0.2966 7.3956  0.053
65 H -2.4174 0.6747 8.4870  0.069
66 H -0.9889 1.3778 7.7397  0.065
67 H -1.5012 0.8010 3.3216  0.090
68 H -2.3419 -0.3318 4.3189  0.117
69 H 0.5271 0.5813 4.9503  0.071
70 H 0.1282 -0.7962 3.9366  0.048
71 H -0.3273 -0.8112 5.6289  0.056



Question: Among the records above, which one has the lowest orbital gap?
Answer: number 1



Question: Which formula does entry 1 have?
Answer: C22H30BrF4N6O2SeSr